1.
Formula: C10H21N3O2
Source: OMol25
Level of theory: ωB97M-V/def2-TZVPD

XYZ file:
```
36
Properties=species:S:1:pos:R:3
C 0.90466 2.84583 0.13505
C 1.32361 1.36922 0.01846
O 1.69480 1.01834 1.46279
N 2.38991 -0.14678 1.62784
C 3.78293 -0.10063 1.22590
N 2.17885 -0.54958 2.85939
O 1.71402 -1.14719 0.50859
C 0.38671 -0.85315 0.14848
C 0.18390 0.41199 -0.25565
C -1.20132 0.90587 -0.49634
C -2.00740 -0.30839 -0.96639
C -1.59185 -0.78888 -2.41518
N -3.46785 0.10319 -1.14109
C -1.95696 -1.40195 0.08744
C -0.49802 -2.05882 0.06970
H 0.17789 2.89279 0.91574
H 0.46450 3.09557 -0.89185
H 1.73647 3.40059 0.33965
H 2.16932 1.28487 -0.61730
H 3.98256 0.45835 0.29397
H 4.40936 0.29966 1.94692
H 4.14366 -1.12482 1.13143
H 1.23101 -0.43719 3.05310
H 2.60345 -1.45570 3.09345
H -1.75919 1.37645 0.39208
H -1.16942 1.77593 -1.31286
H -2.15612 -1.60229 -2.76226
H -0.62534 -1.15632 -2.41090
H -1.49966 0.10273 -3.05475
H -4.09651 -0.69696 -1.62036
H -3.58865 1.01489 -1.76936
H -3.81106 0.25500 -0.11564
H -2.66161 -2.22902 -0.39127
H -2.53530 -1.12072 0.95034
H -0.45026 -2.62489 -0.82415
H -0.40109 -2.80801 0.78504
```

The frontier orbital gap comes out at 9.45 eV. The energy relative to the best compared isomer or geometry (same formula, charge and spin) is 0.0 kcal/mol. As for the SMILES: C[C@H]1O[N@@+](C)(N)OC2=C1C[C@](C)([NH3+])CC2. The charge is +2. The calculation puts the molecular weight at 215.30 g/mol. Its HOMO energy is -16.21 eV.

natural (NBO) population analysis, charges in e, atoms 1 to 6: -0.601, 0.084, -0.329, 0.434, -0.451, -0.536

=====

2.
Formula: C10H21N3PV
Source: OMol25
Level of theory: ωB97M-V/def2-TZVPD

XYZ file:
```
36
Properties=species:S:1:pos:R:3
C 1.27444 0.13779 -1.37096
C 0.33053 -0.06095 -2.40832
C -0.34996 -1.27624 -2.66743
C -0.47894 -2.27875 -1.69574
C -0.07254 -2.09541 -0.37953
V -0.03433 -0.25970 -0.16861
P -0.19124 2.15664 0.60600
H 2.13965 0.81302 -1.47768
H 0.21293 0.72880 -3.16747
H -0.67628 -1.46151 -3.69863
H -0.11634 -2.94734 0.31372
H -0.89130 -3.24669 -2.01467
H -1.31670 2.58251 1.37128
H -0.19460 3.26192 -0.28458
H 0.82469 2.65568 1.47615
C 3.32110 -1.12354 2.95254
N 1.94344 -0.94420 3.42561
C 1.66788 -1.31130 4.81600
C 0.95832 -0.71637 2.52806
N 1.22830 -0.68067 1.21649
N -0.31239 -0.50136 2.94456
C -0.55995 0.35523 4.09780
C -1.44097 -0.70633 2.04388
H 3.97381 -1.23997 3.82433
H 3.65220 -0.23321 2.38588
H 3.43242 -2.03218 2.33090
H 1.54296 -0.41532 5.44163
H 0.78082 -1.95222 4.89152
H 2.52787 -1.86188 5.20901
H 2.20092 -0.93605 1.03669
H -1.35058 1.07946 3.83914
H -0.89294 -0.22631 4.97422
H 0.34046 0.91506 4.38993
H -1.43796 -0.05766 1.14262
H -1.55724 -1.74708 1.74499
H -2.32358 -0.44718 2.63137
```

The frontier orbital gap (alpha / beta) comes out at 8.39 / 7.98 eV. As for the multiplicity: 2. The charge is +1. The calculation puts the molecular weight at 265.22 g/mol. Its expectation value of S² is 0.818. Its HOMO energy (alpha / beta) is -11.27 / -11.09 eV.

natural (NBO) population analysis, charges in e, atoms 1 to 6: -0.268, -0.328, -0.180, -0.245, -0.325, 0.523

=====

3.
Formula: C10H21N4O4S
Source: OMol25
Level of theory: ωB97M-V/def2-TZVPD

XYZ file:
```
40
Properties=species:S:1:pos:R:3
C 4.06609 -2.53189 -0.53812
N 2.84393 -1.89471 -1.02418
C 3.16747 -0.50286 -1.41047
C 2.23835 -2.63308 -2.03909
O 2.64658 -3.74490 -2.33135
C 0.98973 -2.13198 -2.78725
C -0.20918 -2.31380 -1.91596
N -0.90409 -3.49775 -1.64939
C -1.87570 -3.30253 -0.81765
N -1.91028 -2.00798 -0.48951
C -0.88245 -1.40956 -1.18528
N -0.65094 -0.02634 -1.06858
H 4.74860 -2.83939 -1.33819
H 4.62526 -1.84121 0.09724
H 3.85712 -3.41154 0.07271
H 4.16009 -0.40420 -1.86121
H 3.20508 0.08743 -0.48790
H 2.38620 -0.05323 -2.02101
H 1.08021 -1.08911 -3.09169
H 0.87382 -2.77846 -3.65706
H -0.69718 -4.41101 -2.03332
H -2.55679 -4.03684 -0.41818
H -2.55151 -1.56543 0.15263
H -1.57323 0.37576 -0.91552
H -0.29832 0.27102 -1.97285
O -3.10288 1.58374 2.69275
S -2.91299 2.89283 2.13837
O -2.80532 3.07616 0.72100
O -1.66323 3.58171 2.84611
C -0.41197 2.87160 2.87907
C 0.31439 2.97032 1.55290
C -4.14016 3.98428 2.76896
H -0.57013 1.83213 3.17218
H 0.18426 3.33782 3.66109
H -0.22280 2.42460 0.77691
H 1.31766 2.55018 1.63188
H 0.39000 4.00827 1.22936
H -4.17476 3.88454 3.85040
H -5.09355 3.69476 2.33185
H -3.88737 5.00064 2.47835
```

The frontier orbital gap comes out at 9.69 eV. The energy relative to the best compared isomer or geometry (same formula, charge and spin) is 0.0 kcal/mol. The charge is +1. The calculation puts the molecular weight at 293.37 g/mol. Its HOMO energy is -12.43 eV.

natural (NBO) population analysis, charges in e, atoms 1 to 6: -0.424, -0.444, -0.416, 0.681, -0.575, -0.519

=====

4.
Formula: C10H21N5O4
Source: OMol25
Level of theory: ωB97M-V/def2-TZVPD

XYZ file:
```
40
Properties=species:S:1:pos:R:3
H 2.86246 -2.07622 0.76381
N 3.33535 -2.29667 -0.11956
C 4.22359 -1.42439 -0.40918
N 5.11768 -1.62159 -1.51224
N 4.30814 -0.19583 0.25501
C 3.26175 0.50314 1.00102
C 1.91517 0.87418 0.26491
C 0.90279 1.44010 1.27282
C -0.50657 1.74695 0.76390
N -1.30068 0.70339 0.22476
C -1.82500 -0.32030 0.99171
O -1.81007 -0.37330 2.23357
C -2.57363 -1.29556 0.10068
N -2.84379 -2.49238 0.97344
C -3.91689 -0.74865 -0.39640
C -3.71137 0.08723 -1.67378
O -4.75502 -1.90178 -0.63106
C -0.53367 2.97420 -0.26384
O 0.10803 3.95596 -0.12035
O -1.30712 2.55775 -1.24634
H 5.18627 -2.58136 -1.94529
H 6.08712 -1.32860 -1.33231
H 5.09195 0.28608 -0.42452
H 3.76685 1.47475 1.26137
H 3.04482 -0.01633 1.91426
H 2.16154 1.56449 -0.50544
H 1.66624 -0.13022 -0.15227
H 1.26428 2.57920 1.33547
H 0.89564 0.88174 2.26031
H -1.10290 2.01437 1.70268
H -1.25743 0.57495 -0.83049
H -2.02525 -1.59069 -0.82890
H -2.57748 -1.94873 1.90431
H -2.06518 -3.07408 0.70944
H -4.25267 -0.12468 0.41890
H -3.12941 1.05947 -1.48252
H -4.61886 0.26270 -2.26523
H -3.12182 -0.76389 -2.26877
H -4.32932 -2.60587 -0.16369
H -1.63552 3.37044 -1.78023
```

The frontier orbital gap comes out at 9.06 eV. The energy relative to the best compared isomer or geometry (same formula, charge and spin) is 86.2 kcal/mol. As for the SMILES: [H]/N=C(/N)NCCC[C@H](NC(=O)[C@@H](N)[C@@H](C)O)C(=O)O. The calculation puts the molecular weight at 275.31 g/mol. Its HOMO energy is -8.88 eV.

natural (NBO) population analysis, charges in e, atoms 1 to 6: 0.335, -0.779, 0.582, -0.862, -0.648, -0.194

=====

5.
Formula: C10H21NOP
Source: OMol25
Level of theory: ωB97M-V/def2-TZVPD

XYZ file:
```
34
Properties=species:S:1:pos:R:3
C -0.15450 -1.26685 -4.99469
C -0.85599 -0.17771 -4.65517
C 1.24643 1.20565 -3.74083
C -0.16206 1.13090 -4.39636
C 0.06053 1.45490 -2.94000
C -0.66260 -3.02907 1.90785
C 0.89928 2.36308 3.29364
C -0.42427 -2.27737 3.22529
C 0.18834 -0.88933 2.92819
C -0.91619 0.11486 2.63188
N -0.40373 1.60386 -1.76289
O 0.67421 1.34078 0.70052
P -0.31424 1.77790 1.97139
H -0.64458 -2.13914 -5.23624
H 0.94649 -1.44547 -5.04620
H -1.89520 -0.31085 -4.71415
H 1.98422 0.45311 -3.71814
H 1.91177 1.97908 -3.91023
H -0.31885 2.00352 -4.95252
H 0.37939 -3.33436 1.45335
H -1.13150 -4.03079 1.97228
H -1.28510 -2.34153 1.30751
H 0.61684 2.20099 4.25734
H 1.84542 1.85128 3.27097
H 0.89459 3.36177 3.32792
H 0.35989 -2.65409 3.93939
H -1.33909 -1.97614 3.93202
H 0.79607 -0.85078 2.01491
H 0.82125 -0.48031 3.85879
H -1.45533 0.57796 3.48864
H -1.68557 -0.33213 1.91724
H -1.35696 1.82459 -1.52515
H 0.08240 1.65072 -0.79677
H 1.29863 0.64097 0.99022
```

The frontier orbital gap comes out at 7.91 eV. The energy relative to the best compared isomer or geometry (same formula, charge and spin) is 24.5 kcal/mol. The charge is +1. The calculation puts the molecular weight at 202.26 g/mol. Its HOMO energy is -11.72 eV.

natural (NBO) population analysis, charges in e, atoms 1 to 6: -0.304, -0.238, -0.487, -0.247, 0.474, -0.627

=====

6.
Formula: C10H21O7TeW
Source: OMol25
Level of theory: ωB97M-V/def2-TZVPD

XYZ file:
```
40
Properties=species:S:1:pos:R:3
W 0.57109 0.10410 0.12454
O -0.92252 3.03877 0.93542
C 0.13575 2.36537 1.23478
O -0.02416 1.19260 1.72150
C 1.47377 3.08840 1.35734
O 2.48053 2.13761 1.55882
C 3.50905 1.97291 0.54220
C 2.72820 1.00348 -0.31365
O 1.88609 1.36238 -1.16882
O 2.46785 -0.20454 0.19250
H -0.75333 3.98026 0.74215
H 1.39495 3.72542 2.24537
H 1.62603 3.72551 0.48211
H 4.37099 1.54262 1.03847
H 3.76118 2.88946 0.01452
C -1.80911 -1.07679 1.92151
O -0.69990 -1.24268 0.92870
C -0.59858 -2.65542 0.47833
C 0.62286 -2.76519 -0.38101
O 0.59376 -1.59261 -1.22670
C 1.41831 -1.74314 -2.43890
H -1.47338 -1.53340 2.84701
H -2.67792 -1.58477 1.51391
H -1.98233 -0.01961 2.04504
H -1.51167 -2.86437 -0.07195
H -0.52989 -3.28063 1.36556
H 0.55209 -3.66865 -0.98572
H 1.55930 -2.77492 0.17762
H 1.00380 -2.56314 -3.01838
H 2.44596 -1.94442 -2.14429
H 1.34939 -0.81527 -2.99385
C -0.77601 2.94147 -2.36627
Te -1.05599 0.86283 -2.04977
C -2.95892 0.98923 -1.10286
H -1.54207 3.49327 -1.83558
H -0.88891 3.08867 -3.43834
H 0.22988 3.21927 -2.06830
H -3.63291 1.39869 -1.85346
H -2.92228 1.64913 -0.23720
H -3.27224 -0.01767 -0.84466
```

The frontier orbital gap (alpha / beta) comes out at 7.47 / 7.55 eV. The charge is +3. The calculation puts the molecular weight at 564.71 g/mol. Its HOMO energy (alpha / beta) is -19.52 / -19.56 eV.

natural (NBO) population analysis, charges in e, atoms 1 to 6: 1.706, -0.589, 0.784, -0.627, -0.192, -0.468